--- a ---
12
Properties=species:S:1:pos:R:3:nbo_charge:R:1 method="wB97M-V/def2-TZVPD" homo_ev="-8.1 / -8.1" orbital_gap_ev="8.955 / 5.844" s_squared=2.01 spin_multiplicity=3
C 2.151 0.649 -0.846 -0.76
N 0.968 -0.461 1.256 -1.02
N -3.108 -0.534 0.340 0.22
O -3.020 -0.021 -1.007 -0.51
O -2.276 -0.153 1.116 -0.20
S 0.696 -0.346 -0.349 0.37
H 1.909 1.654 -0.880 0.20
H 2.835 0.378 0.001 0.24
H 2.655 0.290 -1.802 0.22
H 0.447 0.225 1.806 0.37
H 0.668 -1.360 1.702 0.38
H -3.925 -0.320 -1.336 0.48

=====

--- b ---
12
Properties=species:S:1:pos:R:3:nbo_charge:R:1 method="wB97M-V/def2-TZVPD" homo_ev="-6.9 / -9.8" orbital_gap_ev="7.568 / 6.754" s_squared=2.01 spin_multiplicity=3
C -1.740 0.291 0.476 0.01
N -0.509 0.115 0.440 -0.70
N 1.840 1.252 -0.171 -1.08
O 4.009 -0.007 -0.194 -0.87
O 1.431 -1.902 -0.069 -0.53
S 2.744 0.055 0.499 1.18
H -2.631 -0.493 0.419 0.14
H -2.223 1.347 0.665 0.16
H 0.073 -0.812 0.378 0.42
H 1.755 -2.783 -0.189 0.44
H 2.095 1.351 -1.135 0.39
H 0.787 1.149 -0.040 0.43

=====

Of them, the most stable is b and the least stable is a.

=====

--- a ---
21
Properties=species:S:1:pos:R:3:nbo_charge:R:1 method="wB97M-V/def2-TZVPD" homo_ev=-9.2 smiles=CN[C@H](CO)CS.O orbital_gap_ev=9.698
C 0.237 0.908 -1.680 -0.46
N -0.767 0.295 -0.803 -0.64
C -0.132 -0.640 0.141 -0.10
C 0.748 -1.763 -0.441 -0.53
S 1.605 -2.860 0.769 -0.04
C 0.571 0.094 1.301 -0.08
O -0.305 0.733 2.216 -0.75
H 0.766 0.090 -2.180 0.19
H -0.069 1.544 -2.501 0.22
H 0.874 1.715 -1.317 0.21
H -1.377 -0.183 -1.456 0.38
H -0.919 -1.376 0.566 0.21
H 1.594 -1.371 -1.046 0.21
H 0.200 -2.517 -1.063 0.22
H 0.855 -2.542 1.844 0.12
H 1.133 -0.504 2.023 0.21
H 1.338 0.769 0.798 0.15
H -1.006 1.243 1.738 0.49
H -1.827 1.457 -0.065 0.49
H -1.467 2.824 0.470 0.46
O -2.050 2.084 0.686 -0.96

=====

--- b ---
21
Properties=species:S:1:pos:R:3:nbo_charge:R:1 method="wB97M-V/def2-TZVPD" homo_ev=-8.9 smiles=N[C@@H](CO)CCS.O orbital_gap_ev=9.538
C -0.613 -0.620 2.034 -0.07
O -1.924 -0.225 2.199 -0.75
C -0.421 -0.117 0.479 -0.05
C 0.812 -0.845 -0.119 -0.44
C 1.771 0.329 -0.736 -0.51
S 2.453 1.547 0.510 -0.08
N -1.511 -0.219 -0.472 -0.86
H 0.164 0.004 2.677 0.18
H -0.547 -1.645 2.081 0.16
H -2.093 0.522 2.829 0.49
H -0.317 1.041 0.645 0.19
H 1.172 -1.605 0.597 0.21
H 0.485 -1.549 -0.845 0.22
H 1.213 0.849 -1.613 0.25
H 2.715 -0.170 -1.141 0.22
H 3.220 2.142 -0.437 0.14
H -1.800 -1.165 -0.800 0.36
H -2.326 0.185 -0.123 0.37
H -1.217 0.037 -2.956 0.46
H -0.701 0.861 -1.942 0.48
O -0.537 0.643 -2.868 -0.95

=====

Of them, the most stable is a and the least stable is b.

=====

--- a ---
10
Properties=species:S:1:pos:R:3:nbo_charge:R:1 method="wB97M-V/def2-TZVPD" homo_ev="-7.5 / -7.5" orbital_gap_ev="7.060 / 8.236"
C 2.481 0.105 -0.035 -0.02
C -1.641 0.256 0.114 -1.16
O 1.229 -0.200 0.097 -0.85
Si -0.188 -0.937 0.125 1.25
H 2.828 1.111 -0.036 0.13
H 3.290 -0.489 0.375 0.13
H -2.612 -0.257 -0.143 0.25
H -1.825 0.882 1.001 0.25
H -1.561 1.067 -0.553 0.24
H -0.086 -1.635 -1.148 -0.23

=====

--- b ---
10
Properties=species:S:1:pos:R:3:nbo_charge:R:1 method="wB97M-V/def2-TZVPD" homo_ev=-9.6 smiles="O=CC[SiH3]" orbital_gap_ev=10.500
C -1.278 0.562 0.185 0.45
C -0.402 -0.650 -0.132 -0.96
O -1.883 1.412 -0.416 -0.51
Si 1.289 0.108 -0.033 0.86
H -0.451 -1.516 0.520 0.26
H -1.250 0.445 1.275 0.08
H -0.770 -1.047 -1.189 0.25
H 1.526 0.423 -1.474 -0.14
H 2.279 -0.937 0.397 -0.14
H 0.939 1.200 0.867 -0.15

=====

Of them, the most stable is b and the least stable is a.